DFT (wB97M-V/def2-TZVPD) results for a 2-piece molecular cluster, C35H33N4O overall.

```
73
C35H33N4O, DFT wB97M-V/def2-TZVPD
H -2.6431 1.1085 1.6937
H 1.9399 3.9331 1.9595
H -8.1265 -3.5823 2.2218
H 4.5910 -1.5741 -2.8985
H 2.3868 -2.6562 -1.2247
C -1.9266 -0.5498 -1.2255
H 4.0395 4.4446 2.5443
C -0.4157 0.6944 0.3602
H -1.6959 5.6630 -1.5786
C 3.2904 0.2648 0.3052
H 2.1683 8.0876 0.6536
H 4.2074 0.7343 0.6625
H 4.8715 0.0661 -2.2518
H -5.5518 -1.8176 -2.9531
C 3.4136 -0.9593 -0.3916
C 2.0456 0.7937 0.5640
H 6.1888 -1.1358 -2.2562
C -1.6801 0.1659 -0.0079
C 1.6628 7.1290 0.6030
H 4.5835 5.7823 3.6070
H 6.7598 -5.9097 1.1072
C 2.2613 -1.6708 -0.7572
C -6.0024 -1.1303 -2.2313
C -7.4489 -3.6505 1.3684
C -1.2731 3.8449 -0.5408
C -5.7241 -3.8360 -0.8273
H -3.3937 -1.5251 -2.4703
C -2.7940 0.4268 0.8505
H 1.9390 1.7253 1.1289
H 0.1170 7.7372 -0.8229
H -4.8403 -0.0681 1.3248
H 0.1375 -1.7442 -0.7731
C 1.5558 4.7838 1.3923
C 0.4367 4.6102 0.5893
C 5.1126 -0.9929 -2.1281
C 3.7242 5.3409 3.0950
H 5.2885 -5.9885 -0.9038
H -6.0801 -5.9592 -0.7424
C 5.5107 -5.0328 -0.4272
N -5.5155 -1.3894 -0.8759
C 2.1670 6.0663 1.4115
H -7.6554 -5.8066 1.1856
C -3.1902 -1.0157 -1.5213
H -5.7478 -0.1035 -2.5081
C 6.3303 -4.9863 0.7078
H -1.1275 -0.6562 -1.9678
H -5.0558 -3.8921 -1.6928
C -4.0141 -0.1679 0.6194
N 4.6929 -1.4112 -0.7909
C -4.2332 -0.8860 -0.5785
H 2.9611 5.0587 3.8323
C -6.0033 -2.5757 -0.2577
N -0.3629 3.5058 0.3614
H 6.2194 -1.6154 1.3103
C -6.8525 -2.4923 0.8627
C 6.5916 -3.7603 1.3389
C -0.0432 5.6770 -0.2060
C 5.2145 -2.6373 -0.3044
H -0.4316 1.5892 0.9825
H -2.0361 3.2074 -0.9742
C 6.0266 -2.5883 0.8464
H 7.2270 -3.7186 2.2245
O 3.2371 6.3626 2.2009
C 4.9708 -3.8579 -0.9572
H -7.0878 -1.2637 -2.2687
C 1.0102 -1.1482 -0.5147
C 0.8541 0.1370 0.1051
H -7.0651 -1.5128 1.2996
H 4.3612 -3.8781 -1.8662
C 0.5440 6.9374 -0.2098
N -1.1280 5.1566 -0.9035
C -6.3085 -4.9876 -0.2998
C -7.1855 -4.9001 0.7898
```

Output
Net charge: +1
HOMO energy: -10.27 eV
Gap between HOMO and LUMO: 5.43 eV
Electronic energy: -44830.83225 eV

DFT (wB97M-V/def2-TZVPD) results for C35H33N5O4S2Ti as an isolated structure.

```
80
C35H33N5O4S2Ti, DFT wB97M-V/def2-TZVPD
C 1.7540 2.3107 0.0151
C -2.0864 -0.0691 4.9553
C -2.0606 1.0446 2.8215
H -2.6035 -0.3715 5.8551
H -0.2284 -0.8527 -4.4998
C 0.2174 -4.6480 1.9382
H -3.7678 0.9406 4.1042
N -0.8869 -0.8352 -3.7297
H -2.6564 -4.4363 -2.0640
C 4.0183 3.2198 -1.2718
H 8.1623 0.3858 0.6218
C -2.6401 1.8702 1.7729
C -4.1579 1.1961 -3.5030
C -3.7617 2.6839 1.9704
C -4.4244 -0.2596 -3.1433
C -2.4946 2.5979 -0.4893
S 2.8408 3.7318 0.0665
C -2.3151 -3.4319 -2.3100
C -2.2066 -1.0063 -4.0262
Ti -0.5403 0.3061 0.3389
H 4.0728 -1.4527 1.1653
H 6.1822 4.1224 0.0406
H 0.8883 -0.2528 3.3811
H 3.1716 -3.0683 2.1898
C 7.3206 0.9507 0.2453
H -4.1745 -2.5447 -1.6981
H -4.2511 2.7237 2.9360
C -0.3346 -0.6272 -2.4486
N 2.0578 1.3951 0.8678
H -4.0728 -2.8968 -3.4367
C -3.1380 -1.0503 -2.8301
H -1.7228 -3.0579 -1.4747
H 4.3594 4.1584 -1.7099
C 5.1559 2.4180 -0.7383
H -1.6110 -3.7535 1.2811
H 2.1834 -5.2251 2.6030
C -1.9640 1.8104 0.5354
O 0.8654 -0.7205 -2.2806
N 1.3456 0.2393 0.8424
C -0.1562 -0.0201 3.5555
O -2.5803 -1.1607 -5.1701
N -1.1877 -0.3292 -1.4632
C -2.7331 0.6661 3.9845
C 2.0004 -0.8332 1.2847
C -0.0321 -2.3179 1.2697
H -0.1879 -0.9282 5.4945
H 3.7988 0.2930 1.2299
H 8.0966 2.8422 0.8864
C 7.2820 2.3270 0.3983
S 0.5362 2.2331 -1.1607
H -4.9296 -0.7514 -3.9771
C 5.2002 1.0357 -0.8862
C -4.2362 3.4561 0.9309
H -5.0909 4.1059 1.0694
C -3.6056 3.4042 -0.3034
H -2.0175 2.6057 -1.4671
H -5.1000 1.7182 -3.6614
C 1.5661 -4.4280 2.2084
O -3.2077 -0.3801 -0.5345
H -1.6764 -3.4944 -3.1898
H 6.3068 -0.7589 -0.5421
H 3.6155 -0.6787 2.6948
H 3.4275 2.6663 -1.9993
C -3.5167 -2.5300 -2.5701
C -0.5583 -3.6054 1.4813
C -2.5147 -0.5333 -1.5302
C -0.7481 -0.3932 4.7449
C 6.2783 0.3122 -0.4034
H -3.5726 1.2614 -4.4175
H -3.9888 4.0000 -1.1217
H -5.0637 -0.3035 -2.2601
H 4.3918 0.5197 -1.3843
H -3.6235 1.6906 -2.6967
H -0.2190 -5.6266 2.0947
C 3.4654 -0.6692 1.6133
N -0.7828 0.6545 2.5896
C 2.1212 -3.1933 1.9822
O -0.8355 -1.3543 0.9213
C 6.2090 3.0502 -0.0849
C 1.3728 -2.0975 1.4963
```

Output
Net charge: -1
2S+1: 2
HOMO energy (alpha / beta): -3.22 / -4.73 eV
Gap between HOMO and LUMO (alpha / beta): 5.80 / 7.20 eV
Electronic energy: -97262.79335 eV

DFT (wB97M-V/def2-TZVPD) results for a 6-piece molecular cluster, C35H33N7O12 overall.

```
87
C35H33N7O12, DFT wB97M-V/def2-TZVPD
O 0.9612 -2.4609 8.4032
C 0.0791 5.7975 1.1041
C 7.6082 -0.2831 -4.0146
H 2.4384 -3.2714 -1.0252
C 7.8412 -2.0398 -5.6725
C 1.7521 -2.4008 5.7909
H 1.8411 -5.7506 6.4569
H -0.1431 -1.5886 1.8831
H -5.9401 1.4791 0.4835
C 3.0631 -1.1703 -3.6132
H 3.3919 -1.1923 -4.6482
C -7.2352 2.8688 -0.7469
H -10.4231 1.5803 0.7800
N 0.2369 3.0588 -2.1288
H -7.4373 2.9953 -1.8829
O 1.7713 -2.1445 1.0492
C 1.6402 -3.5925 6.5091
C 1.3244 4.7247 -0.6608
N 1.2255 -3.5548 7.9145
H -6.1996 0.8677 -1.2836
O 1.1702 -4.6184 8.5229
H 9.6576 -3.1875 -5.5671
H 2.1445 6.2075 0.6638
C 0.1847 3.9942 -1.0018
N -7.7999 0.4524 0.1210
C 7.1085 -0.9965 -5.1053
C 2.4670 -3.6597 3.8614
H -11.5949 2.6041 0.0460
C 1.2654 5.6297 0.3949
C 2.3532 0.0819 -1.6773
C 9.5794 -1.6736 -4.0402
C 1.9298 -4.8181 5.9082
H 7.4633 -2.5973 -6.5238
H -1.7614 0.1945 2.4249
C 8.8474 -0.6283 -3.4826
O 5.3716 -1.3236 -6.5902
O 1.3081 2.9340 -2.7166
N 5.7933 -0.6537 -5.6531
C -1.0522 5.0588 0.7667
O 5.1864 0.2814 -5.1402
C -3.9025 -2.1006 1.0729
O -9.9583 3.2274 -1.6708
C -1.6305 -2.9095 1.0638
H 2.7979 -3.6853 2.8268
O -0.7899 2.4578 -2.4221
H -4.1857 5.0425 0.7531
H -3.3093 -4.0194 0.3034
H 2.2558 4.6039 -1.2049
O -8.3201 3.3269 0.1052
H 2.8653 0.9714 -3.5677
H 0.0354 6.5091 1.9243
H 9.2422 -0.0839 -2.6301
H -1.8954 3.5861 -0.5436
N -4.4407 0.1197 2.0152
C -2.1128 -0.7227 1.9630
H 2.5744 -5.7950 4.1031
H -0.9131 -3.6922 0.8317
C -1.0047 4.1530 -0.2896
C -4.9682 4.5948 0.0229
H 7.0484 0.5337 -3.5701
H 2.1271 1.0382 -1.2168
C 2.1696 -2.4398 4.4633
O -4.0221 1.1549 2.5250
C -9.6069 3.0509 -0.4588
N -10.6598 2.5377 0.4756
C -2.9785 -3.0956 0.7683
H 10.5438 -1.9436 -3.6185
C -3.4653 -0.9194 1.6737
C 2.3438 -4.8469 4.5792
H -8.6030 0.4900 -0.5454
C 2.7683 0.0477 -3.0058
H 1.5236 -1.4430 6.2476
C -5.9580 3.8431 -0.4448
C 2.5276 -2.3368 -1.5702
C 2.9395 -2.3607 -2.8997
C 2.2406 -1.1127 -0.9641
H 2.2663 -1.5179 3.8975
C -6.7076 1.3555 -0.3754
O -5.6233 -0.1084 1.7746
H 3.1681 -3.3072 -3.3801
O 1.5642 0.0139 0.9330
H -4.9508 -2.2606 0.8398
H -8.1530 0.8269 1.0180
C -1.1967 -1.7264 1.6566
N 1.8276 -1.0785 0.4405
C 9.0808 -2.3755 -5.1350
H -1.9726 5.1925 1.3257
```

Output
HOMO energy: -9.40 eV
Gap between HOMO and LUMO: 8.43 eV
Electronic energy: -71812.98769 eV
Structure (SMILES): C#C[C@@H](CN)OC(N)=O.O=[N+]([O-])c1ccccc1.O=[N+]([O-])c1ccccc1.O=[N+]([O-])c1ccccc1.O=[N+]([O-])c1ccccc1.O=[N+]([O-])c1ccccc1

DFT (wB97M-V/def2-TZVPD) results for a 2-piece molecular cluster, C35H34BF7O2 overall.

```
79
C35H34BF7O2, DFT wB97M-V/def2-TZVPD
C 0.9595 1.3761 4.6013
C -4.4552 0.3102 4.7424
O 0.9047 1.4793 -2.3034
C -2.8249 0.9616 -0.2164
C -1.5688 0.3484 -4.8543
C 2.2993 1.6797 4.7061
H -5.4968 2.1696 4.6406
F 0.9662 -4.7950 -1.7173
C 1.6411 -0.8333 -1.6091
H -2.5566 1.9936 -0.0660
C 3.9543 -1.1782 -1.1618
C -0.8386 -0.3507 4.3673
C -4.5433 1.6750 4.5463
C 0.8351 -0.3862 -4.7890
H -0.7150 3.5077 -2.5967
O -0.5293 -0.4313 -2.8143
C 2.4966 -3.0524 -1.4586
H 0.4698 -2.5847 -1.9088
F 5.2459 0.1615 0.2300
C -4.1500 0.5835 -0.2194
H -0.9711 -1.4177 4.4051
C -0.2895 0.3099 -4.0135
C -3.2431 -0.3274 4.6484
H 0.2631 2.1746 4.7621
H -1.6262 2.9062 -3.9820
C 1.0502 2.4966 -4.4912
C 0.1618 1.7477 -3.4952
H -1.8445 -0.6556 -5.1727
H 1.7500 -0.3908 -4.2011
F 3.0298 -5.0863 -2.4655
H -5.5290 -1.0348 -0.3951
F 5.6894 0.1666 -1.9357
H -5.3400 -0.2552 4.9851
H 1.0355 0.1027 -5.7412
H -0.1638 0.2574 1.7762
H 1.9624 1.9386 -4.6875
C -2.1808 1.7704 4.1396
C -2.0531 0.3846 4.3808
B 0.4020 0.1599 -1.8045
C -0.3860 0.4378 -0.3669
H -2.3987 0.7391 -4.2707
H 1.3468 3.4599 -4.0799
C 1.5145 -0.9452 4.3045
C -4.4923 -0.7393 -0.4002
F 2.6346 -5.0596 -0.2894
C 1.4419 -2.1900 -1.6707
H -1.4045 -2.0360 -0.7381
H 0.3796 -1.1478 0.8672
C 0.3415 -0.0588 0.8629
C 3.7532 -2.5445 -1.2008
H -1.6923 2.0570 -2.4335
H 3.5854 -1.4226 4.3899
C 2.8467 -0.6374 4.4239
H 0.5345 2.6709 -5.4342
C -3.5028 -1.6813 -0.5813
C 2.8908 -0.3245 -1.3659
H -3.7671 -2.7163 -0.7192
H 0.5714 -1.4228 -4.9904
H 4.2881 0.9214 4.7297
C -3.4031 2.3955 4.2344
H 1.3673 0.3097 0.8979
H 1.2141 -1.9698 4.1640
H -3.1848 -1.3894 4.8151
C 2.2727 -4.5531 -1.4855
H -0.3419 1.5335 -0.4121
H 4.5788 -3.2159 -1.0271
C 0.5188 0.0551 4.3943
F 6.2088 -1.5991 -0.7048
C -1.0451 2.6073 -3.1113
H -1.4432 0.9668 -5.7417
H -3.4843 3.4563 4.0697
F 2.6912 2.9617 4.9021
C 5.3265 -0.5951 -0.8834
H 3.0448 0.7416 -1.3470
H -1.3323 2.3398 3.8102
C -1.8221 0.0222 -0.3983
C 3.2476 0.6706 4.6174
C -2.1768 -1.3028 -0.5838
H -4.9195 1.3235 -0.0779
```

Output
HOMO energy: -6.86 eV
Gap between HOMO and LUMO: 2.79 eV
Electronic energy: -60640.85398 eV

DFT (wB97M-V/def2-TZVPD) results for C35H34ClNOSi2Ti as an isolated structure.

```
75
C35H34ClNOSi2Ti, DFT wB97M-V/def2-TZVPD
H 1.4507 0.9278 0.5688
C 2.6695 0.1259 3.4032
C -1.5005 2.2681 -4.1997
C -2.2795 4.2085 -1.0173
C -0.1402 -2.7081 -5.1957
C -1.8369 -0.8530 4.5351
N 0.7524 0.5918 4.8431
C -1.8336 2.0361 -0.0374
C -1.7763 -1.6057 2.3373
H 2.9530 0.6819 -2.5780
H -2.5872 2.2445 -4.2206
C -0.0376 3.3172 -1.0131
C -2.3647 -0.6311 3.2120
C -0.8438 -2.4138 3.0970
C 1.1780 -4.0452 -3.6858
C -0.2787 -3.4458 -0.4455
H -0.3332 -3.3022 2.7401
H -0.8497 -2.6149 -6.0169
H -0.8814 0.9204 6.1157
C -0.8004 1.1956 -3.6319
C -0.8144 3.3604 -4.7183
C 2.3745 1.5791 6.8963
H -1.7407 -4.4616 -1.6775
Si 1.6771 -0.0774 -2.4642
H 0.2165 -4.3771 -0.1448
H 3.6316 -0.3630 3.5820
C -2.7174 3.0899 -0.3069
C 2.1006 0.7043 4.6696
H -1.3652 0.3327 -3.2647
H -3.1258 0.1027 2.9261
H -2.0499 -1.7803 1.2975
O 1.7254 -0.9393 2.8742
C 1.2166 -1.6195 -3.4899
H -0.3855 -2.4152 5.3147
C 2.9145 1.2371 5.6620
Cl 2.9976 -0.9494 -0.6874
C -0.9171 4.3460 -1.3323
C -0.3551 -1.0010 -0.4679
H 0.1416 -0.5873 -5.0670
H -0.1904 -4.8632 -5.1468
H 2.7727 0.8449 2.5783
C -1.3851 -3.5037 -1.2934
H -2.8997 -2.3474 -2.3245
H 1.0690 -2.1640 0.6426
H 0.5291 1.5886 8.0491
H 3.0042 1.9629 7.6882
Si 0.6337 0.6004 -0.6271
C 1.0102 1.3937 7.0957
Ti -0.1577 -0.4018 3.2796
H 2.3738 -2.9493 -2.2595
C 0.2053 0.9737 6.0354
C -2.0359 -2.3221 -1.6587
H 1.1175 4.2419 -5.0245
C 0.2416 -3.9577 -4.7171
H -3.7640 3.0220 0.0117
C -0.8787 -1.9485 4.4701
C 1.6645 -2.8838 -3.0825
H 3.9677 1.3409 5.4266
H -2.1324 -0.1859 -1.3839
H -2.1577 1.1768 0.5555
C 0.3896 -1.5488 -4.6202
C 0.5759 3.3940 -4.6247
H -1.3627 4.1925 -5.1674
C -1.5679 -1.0953 -1.1733
H 2.3468 2.4430 -3.8237
C -0.5337 2.0869 -0.5563
H -0.5543 5.2361 -1.8468
H 2.0833 -1.8503 2.9618
C 1.2752 2.3646 -3.9788
H 1.5149 -5.0167 -3.3314
H -2.1903 -0.3672 5.4372
C 0.2061 -2.2091 -0.0134
C 0.5899 1.2527 -3.4896
H 1.0340 3.4303 -1.1805
H -2.9795 4.9895 -1.3190
```

Output
Net charge: +1
2S+1: 2
HOMO energy (alpha / beta): -8.94 / -8.93 eV
Gap between HOMO and LUMO (alpha / beta): 3.82 / 3.76 eV
Electronic energy: -91768.55103 eV

DFT (wB97M-V/def2-TZVPD) results for C35H34F5IN4PSTa as an isolated structure.

```
82
C35H34F5IN4PSTa, DFT wB97M-V/def2-TZVPD
H 4.0520 -3.0740 -1.1411
H -2.5174 0.0707 2.2710
C -0.7514 1.8078 3.7049
F 2.1523 4.4786 0.3497
H -2.5624 0.7810 -0.7338
H 1.7403 2.9751 1.9647
C -1.4677 -3.0717 3.1859
C 1.1032 -1.4880 -1.7963
H -4.7893 0.0662 -3.1744
C 3.3621 -2.5452 -1.7144
C -2.6734 -4.3737 -1.5906
C -3.2996 1.7421 0.9677
H -2.6586 -4.4858 4.2999
C 3.3792 -2.5573 -3.1103
F 0.4233 5.5023 1.2013
H 1.5053 2.0307 -1.9780
H -3.2434 -1.3266 -1.6714
H -0.5951 0.7690 3.9701
I 0.3574 -1.1147 2.0106
H 6.5464 1.5858 -0.5569
H -3.2076 1.4507 3.0949
C -2.6072 1.1699 2.1903
C 3.3607 0.8323 0.4975
H 2.2943 -1.9133 -4.8585
N -1.3145 1.8663 2.3276
C -1.6948 -2.9812 0.7180
H 0.0681 0.8186 -3.2859
H -3.8176 -5.5197 -0.1238
H -3.4806 2.7989 1.0703
H -4.1996 1.2173 0.7515
C -3.7395 0.2650 -3.1276
C 5.7803 1.1190 0.0609
H -1.4608 2.3549 -4.4450
C -2.4338 -4.0386 3.3353
C -3.1959 1.2359 -3.9652
C -1.1213 -2.6371 1.9375
C 0.8128 4.7583 0.1333
H -3.7060 -5.4443 2.2233
H 0.3898 -1.1127 -3.7651
C 2.3362 1.6782 -1.3169
H 5.1648 -0.8402 2.6945
S 3.8919 1.8811 -1.8045
C -1.8705 1.5759 -3.8204
H -3.8049 1.8168 -4.6292
F -0.3484 3.0346 -1.2023
H 4.1917 -3.0382 -3.6666
C 2.3131 -2.0049 -3.7875
P -0.4559 -0.9502 -1.0468
H -1.4968 2.2381 4.3570
H -2.9583 -4.8598 -2.5348
H 7.1522 0.1163 1.4164
C -1.3604 -2.5477 -0.5878
C -3.0351 -4.5064 2.1735
C 6.1264 0.3475 1.1836
H 1.2995 2.4500 4.3469
F -1.3299 4.0979 0.5023
C -2.6677 -4.0193 0.8781
H 2.9611 -0.3980 2.2494
N 2.0749 1.1401 -0.1521
H -0.8092 -2.9472 4.0346
H 2.1299 -2.0470 0.0303
C -1.7357 -3.3227 -1.6922
C 3.6639 0.1036 1.6156
C -3.1397 -4.6510 -0.3233
C 2.2012 -1.9830 -1.0751
C -0.9664 0.7929 -3.0789
C 0.5652 2.5631 3.5418
H 0.4214 3.6445 3.4125
C -0.2061 3.5082 0.1595
F 0.7273 5.5458 -0.9120
C 1.2067 -1.4436 -3.1574
N -2.2680 1.5350 -0.1007
H 2.0345 1.5278 2.4684
Ta 0.0180 1.3323 0.5466
C -1.5146 -0.1721 -2.3011
C 4.4305 1.1818 -0.3391
H -1.6199 2.8214 2.1697
C 5.0050 -0.1627 1.8824
N 1.2491 2.0722 2.2940
C -2.8857 -0.4697 -2.2716
H -2.1460 2.3427 -0.7327
H -1.3350 -2.9965 -2.6520
```

Output
Net charge: +4
HOMO energy (alpha / beta): -18.75 / -18.75 eV
Gap between HOMO and LUMO (alpha / beta): 4.90 / 4.90 eV
Electronic energy: -86130.53867 eV